57
Properties=species:S:1:pos:R:3:forces:R:3 method="wB97M-V/def2-TZVPD" e_tot_ev=-30616.545 e_homo_ev=-13.32 total_charge=+1
C 1.341754 -3.693893 -1.412115 -0.0726 0.4026 0.0902
C 1.513882 -2.158694 -1.438234 -0.2661 -0.4048 -0.3654
C 0.254768 -1.398008 -1.891628 0.5776 -0.0936 0.4117
C -0.801678 -1.314832 -0.769888 -0.1292 -0.0521 -0.2721
C -2.210713 -1.797050 -1.116607 0.2018 0.8155 0.5002
N -2.184026 -3.163236 -1.675314 -0.2771 -0.3718 -0.2399
O -3.461582 -3.537280 -2.128295 0.3147 0.1958 0.0110
H 0.314234 -3.959344 -1.672791 -0.0938 -0.2256 0.0206
H 1.565316 -4.104316 -0.430037 0.0027 -0.1057 0.0023
H 1.975759 -4.182929 -2.146959 0.0356 -0.0492 -0.0053
H 1.790432 -1.815742 -0.443609 0.1775 0.1863 -0.0236
H 2.308434 -1.910790 -2.138659 0.1667 0.1185 0.1745
H 0.590181 -0.401614 -2.176369 -0.2873 0.1029 -0.0635
H -0.116119 -1.869897 -2.807290 -0.1185 0.0734 -0.1091
H -0.939996 -0.272948 -0.483191 -0.0058 -0.0206 0.1394
H -0.449171 -1.831383 0.123736 0.0479 -0.0917 0.0237
H -2.817691 -1.831026 -0.214004 -0.1439 -0.1039 -0.0949
H -2.693449 -1.128941 -1.825742 -0.0304 -0.2900 -0.2691
H -1.518323 -3.218389 -2.451077 0.1168 0.1194 0.0039
H -1.877457 -3.821802 -0.953710 0.0342 -0.0535 -0.0060
H -3.300068 -4.275256 -2.744605 -0.2846 -0.3768 0.0460
C -2.089479 -7.311906 -0.393401 0.0190 0.0562 -0.0365
C -2.576781 -6.892376 -1.704159 -0.1171 -0.2925 -0.0435
N -2.994774 -6.626010 -2.741497 0.1797 0.5441 0.1599
H -2.863280 -7.152935 0.355082 -0.0040 -0.0095 0.0085
H -1.836501 -8.369530 -0.423573 0.0056 -0.0182 -0.0092
H -1.197708 -6.747711 -0.123894 0.0194 -0.0368 0.0268
C 4.785368 -2.045905 1.593466 -0.0124 -0.0400 -0.0002
C 3.691040 -2.996094 1.757243 -0.0091 0.0016 0.0442
N 2.827962 -3.740542 1.894786 -0.0732 0.0533 -0.1225
H 5.732396 -2.538502 1.802809 0.0169 0.0047 0.0005
H 4.796084 -1.666616 0.573516 0.0106 0.0269 -0.0054
H 4.655147 -1.213931 2.282002 0.0108 0.0166 0.0013
C 0.618639 2.631979 -0.530594 0.1725 0.0896 -0.0739
C 1.933461 2.059000 -0.795950 -0.0594 -0.1407 -0.0555
N 2.947734 1.571244 -1.026123 -0.0065 -0.0141 0.0116
H -0.116424 1.841073 -0.413152 -0.0456 0.0219 0.0459
H 0.644485 3.228515 0.375901 -0.0394 0.0548 0.0195
H 0.323344 3.273840 -1.358155 -0.0428 0.0505 0.0362
C -1.451244 3.213075 3.701193 -0.0173 0.0421 0.0193
C -1.766225 3.164796 2.279454 -0.0100 0.0184 -0.0417
N -2.010004 3.131147 1.157667 -0.0031 -0.1211 0.0342
H -0.590079 2.581791 3.911641 0.0058 -0.0037 0.0034
H -1.216932 4.238626 3.986475 0.0274 -0.0528 -0.0015
H -2.303940 2.856380 4.276217 0.0057 0.0040 0.0188
C -3.136040 7.441153 4.198662 0.0263 0.0021 0.0113
C -1.771138 6.930293 4.163904 0.0628 0.0811 -0.0558
N -0.693720 6.536500 4.121133 -0.0825 -0.0759 0.0414
H -3.134779 8.462242 4.573687 -0.0148 0.0125 0.0044
H -3.557372 7.429064 3.195686 -0.0102 0.0070 -0.0066
H -3.745714 6.821805 4.853340 -0.0209 0.0121 0.0062
C 3.114137 5.037554 -2.766808 -0.0143 0.0519 0.0047
C 2.188514 5.705056 -1.857069 0.0425 -0.0401 -0.0059
N 1.460291 6.221977 -1.136414 -0.0510 -0.0701 0.0138
H 3.153436 3.972968 -2.542572 0.0287 -0.0074 -0.0011
H 2.785795 5.179576 -3.794378 0.0139 0.0004 -0.0155
H 4.109800 5.459797 -2.649715 0.0197 -0.0039 -0.0118